Entry 1:
Below is a cluster of 3 separate species, C4H15N2O2 in total at a distorted geometry, with properties calculated with wB97M-V/def2-TZVPD.

Results
- total energy (eV) = -11455.455
- gap between HOMO and LUMO (eV) = 5.8

Structure (ORCA input):
```
! RIJCOSX wB97M-V def2-TZVPD def2/J DEFGRID3
* xyz 1 1
C -0.52692 -1.25212 1.13497
C 0.18317 -1.58510 -0.18941
C 1.04034 -0.57968 -0.88500
C 1.03928 0.75828 -0.26208
N 0.02922 1.79088 -0.94387
N 0.39213 -1.36590 2.25962
H -1.11336 -0.32748 1.06907
H -1.25854 -2.06116 1.25119
H 0.84364 -2.44938 -0.01308
H -0.63954 -2.01694 -0.77779
H 2.05695 -0.89707 -1.14208
H 0.79646 0.84894 0.79434
H 1.98457 1.27515 -0.44111
H -0.64846 1.26268 -1.50145
H 0.65433 2.22305 -1.62969
H 0.90040 -0.48051 2.28239
H -0.06468 -1.25814 3.16884
H -0.96789 2.31384 0.60774
H -1.26358 3.12843 1.88752
O -0.77753 2.36996 1.55701
H -0.26960 -0.46264 -2.23326
H -1.23278 -0.87129 -3.40597
O -1.15759 -0.36379 -2.58793
*
```

Atomic partial charges in e from the natural (NBO) method, atoms 1 to 4:
1 C -0.22
2 C -0.57
3 C 0.30
4 C -0.40


Entry 2:
Below is a cluster of 4 separate species, C4H15N2O4S in total at a distorted geometry, with properties calculated with wB97M-V/def2-TZVPD.

Results
- total energy (eV) = -26399.174
- gap between HOMO and LUMO (eV) = 6.6

Structure (ORCA input):
```
! RIJCOSX wB97M-V def2-TZVPD def2/J DEFGRID3
* xyz -1 1
O -0.84771 -0.01882 -2.51511
C -1.94108 -0.25996 -2.01784
N -2.17603 -0.80206 -0.80877
C -1.18890 -1.00291 0.25128
C -0.99833 0.26795 1.09070
S -2.51754 1.28379 1.23675
C 0.14561 -1.53435 -0.28223
N 1.00600 -1.97658 0.82512
H -2.85354 -0.05629 -2.59784
H -3.08202 -0.59108 -0.42173
H -1.60862 -1.78137 0.89799
H -0.19582 0.86522 0.65362
H -0.67609 0.01645 2.10327
H 0.67525 -0.79876 -0.87802
H -0.03632 -2.34666 -1.00289
H 1.77515 -2.52792 0.47117
H 0.51598 -2.48759 1.54948
H 2.41612 2.23122 -0.69215
H 3.02474 1.36376 0.42337
O 3.26484 1.90996 -0.35336
H 1.43775 1.03353 1.93603
H 1.79264 -0.31825 1.41533
O 2.20807 0.49662 1.76237
H -0.36747 2.87393 -0.51763
H -0.06509 1.66279 -1.40654
O 0.29240 2.49737 -1.12236
*
```

Atomic partial charges in e from the natural (NBO) method, atoms 1 to 4:
1 O -0.68
2 C 0.54
3 N -0.61
4 C -0.07


Entry 3:
Below is a cluster of 3 separate species, C4H15N2OS in total at a distorted geometry, with properties calculated with wB97M-V/def2-TZVPD.

Results
- total energy (eV) = -20242.324
- gap between HOMO and LUMO (eV) = 5.4

Structure (ORCA input):
```
! RIJCOSX wB97M-V def2-TZVPD def2/J DEFGRID3
* xyz 1 1
N -0.18803 1.32551 -1.69676
C 0.68908 1.65666 -0.55597
C -0.09151 1.87738 0.80105
S -1.01619 0.40701 1.29487
C 1.62886 0.48126 -0.34352
N 0.95031 -0.70745 -0.75998
C 1.63316 -1.98742 -0.69786
H -3.65401 -0.18519 2.83857
H -1.05236 0.88407 -1.39592
H -0.42330 2.24089 -2.06935
H 1.14859 2.59200 -0.86556
H 0.45664 2.23109 1.66911
H -0.80949 2.68542 0.57428
H -3.61648 -0.18327 3.58928
H 2.50256 0.67460 -0.97670
H 1.98238 0.47728 0.68451
H 0.01489 -0.79496 -0.34183
H 1.96014 -2.15579 0.34404
H 2.51597 -2.09489 -1.32493
H 0.85446 -2.74031 -0.84321
H -1.60093 -1.56237 0.36784
H -2.11926 -2.94208 0.09722
O -1.76549 -2.17944 -0.38918
*
```

Atomic partial charges in e from the natural (NBO) method, atoms 1 to 4:
1 N -0.70
2 C -0.05
3 C -0.61
4 S 0.24